(1)
Below is 13 unconnected molecules or ions with the total composition C57H129O44P5 at a distorted geometry, with properties calculated with the ωB97M-V functional and the def2-TZVPD basis.

CARTESIAN COORDINATES (ANGSTROEM)
C 4.77 -0.53 -2.73
O 4.52 -1.09 -1.43
C 3.52 -1.99 -1.36
O 2.83 -2.31 -2.27
O 3.46 -2.41 -0.11
C 2.40 -3.34 0.25
H 5.20 -1.30 -3.36
H 5.49 0.24 -2.48
H 3.79 -0.18 -3.07
H 1.46 -2.91 -0.08
H 2.50 -3.53 1.32
H 2.60 -4.27 -0.27
C 2.18 10.01 2.13
O 2.92 8.76 2.21
C 2.36 7.57 1.80
O 1.33 7.52 1.22
O 3.17 6.64 2.19
C 2.94 5.24 1.80
H 2.15 10.20 1.06
H 2.83 10.69 2.66
H 1.16 9.82 2.45
H 3.15 5.15 0.74
H 1.93 4.95 2.10
H 3.69 4.74 2.40
C -0.97 -0.87 -1.24
O -0.14 -0.63 -0.07
C 0.87 0.24 -0.11
O 1.10 1.03 -0.99
O 1.53 0.09 1.01
C 2.79 0.82 1.15
H -1.68 -1.56 -0.79
H -0.32 -1.31 -2.00
H -1.50 0.02 -1.60
H 2.56 1.88 1.16
H 3.51 0.42 0.45
H 3.06 0.46 2.13
C -5.77 4.51 -2.97
O -4.46 4.65 -2.32
C -3.83 3.59 -1.88
O -4.22 2.47 -1.94
O -2.67 3.99 -1.37
C -1.88 3.05 -0.62
H -5.57 4.10 -3.97
H -6.26 5.48 -2.91
H -6.26 3.72 -2.40
H -1.21 3.79 -0.20
H -1.38 2.45 -1.39
H -2.52 2.51 0.06
C -1.86 2.61 -6.06
O -3.21 2.24 -6.63
C -3.20 1.42 -7.67
O -2.27 0.93 -8.20
O -4.49 1.36 -7.97
C -4.92 0.43 -9.00
H -1.18 3.04 -6.79
H -1.36 1.73 -5.64
H -2.15 3.35 -5.32
H -4.18 0.33 -9.79
H -5.77 0.95 -9.46
H -5.43 -0.48 -8.72
C -0.47 2.60 2.69
C -1.78 3.10 3.15
O -2.54 2.01 3.90
P -3.55 1.12 3.12
O -3.04 0.38 1.98
O -4.08 0.19 4.27
C -4.58 0.73 5.56
C -6.04 0.23 5.69
O -4.71 2.13 2.74
C -5.94 1.60 2.09
C -5.86 1.68 0.59
H -0.06 3.31 1.98
H 0.23 2.70 3.53
H -0.56 1.57 2.35
H -1.69 3.94 3.84
H -2.42 3.33 2.31
H -3.83 0.29 6.22
H -4.44 1.82 5.59
H -6.07 -0.85 5.74
H -6.41 0.66 6.62
H -6.65 0.59 4.85
H -5.99 0.55 2.36
H -6.61 2.29 2.59
H -5.83 2.73 0.29
H -4.93 1.26 0.24
H -6.73 1.16 0.18
C 0.22 -5.40 -2.51
C 0.08 -4.71 -3.86
O -1.12 -3.80 -3.77
P -1.28 -2.74 -4.92
O -1.02 -3.25 -6.26
O -2.73 -2.14 -4.69
C -3.06 -0.84 -5.36
C -4.29 -0.31 -4.67
O -0.34 -1.61 -4.39
C 0.57 -0.79 -5.18
C 1.25 0.16 -4.25
H -0.58 -6.11 -2.34
H 1.20 -5.87 -2.55
H 0.19 -4.67 -1.69
H 0.97 -4.11 -4.08
H -0.16 -5.33 -4.72
H -2.18 -0.24 -5.13
H -3.18 -1.08 -6.41
H -5.06 -1.07 -4.55
H -4.17 0.10 -3.66
H -4.63 0.50 -5.33
H 1.28 -1.45 -5.69
H 0.05 -0.21 -5.95
H 1.81 -0.42 -3.52
H 1.85 0.85 -4.86
H 0.52 0.72 -3.66
C 5.56 -1.53 2.48
C 6.27 -0.73 1.37
O 5.70 0.66 1.42
P 6.47 1.80 0.68
O 5.67 2.98 0.46
O 7.81 1.96 1.52
C 7.75 2.01 3.02
C 6.93 3.17 3.49
O 6.98 1.07 -0.62
C 8.16 1.57 -1.34
C 7.79 2.16 -2.67
H 4.48 -1.38 2.56
H 5.69 -2.61 2.33
H 6.03 -1.30 3.44
H 7.33 -0.53 1.35
H 5.89 -1.16 0.44
H 7.35 1.06 3.37
H 8.78 2.21 3.30
H 6.87 3.04 4.58
H 7.42 4.14 3.39
H 5.97 3.10 2.99
H 8.68 2.22 -0.64
H 8.80 0.72 -1.57
H 7.36 1.48 -3.40
H 6.96 2.84 -2.52
H 8.64 2.62 -3.16
C -7.37 0.70 -3.13
C -8.07 -0.59 -3.24
O -7.14 -1.68 -3.63
P -6.77 -2.91 -2.71
O -7.33 -2.84 -1.38
O -7.21 -4.13 -3.59
C -8.67 -4.38 -3.78
C -8.95 -5.87 -3.68
O -5.21 -3.00 -2.81
C -4.36 -2.31 -1.78
C -3.93 -3.24 -0.71
H -7.03 1.08 -4.08
H -7.98 1.45 -2.63
H -6.46 0.54 -2.54
H -8.50 -0.88 -2.28
H -8.74 -0.68 -4.08
H -9.25 -3.81 -3.05
H -8.84 -4.06 -4.80
H -8.33 -6.18 -2.83
H -9.98 -5.99 -3.38
H -8.68 -6.40 -4.58
H -3.55 -1.95 -2.40
H -4.96 -1.50 -1.38
H -3.51 -2.70 0.12
H -4.79 -3.83 -0.38
H -3.32 -4.02 -1.16
C 4.88 -5.76 1.37
C 3.80 -6.25 2.31
O 2.49 -6.14 1.63
P 1.60 -7.38 1.30
O 2.22 -8.43 0.56
O 1.04 -7.77 2.74
C 1.17 -9.17 3.18
C 1.08 -9.23 4.68
O 0.37 -6.72 0.57
C -0.29 -5.57 1.22
C -1.68 -5.97 1.65
H 4.75 -4.69 1.18
H 5.88 -5.88 1.79
H 4.80 -6.32 0.44
H 4.04 -7.27 2.59
H 3.73 -5.67 3.23
H 0.43 -9.90 2.83
H 2.14 -9.42 2.75
H 0.97 -10.26 5.01
H 1.95 -8.74 5.12
H 0.15 -8.81 5.06
H 0.25 -5.21 2.09
H -0.28 -4.81 0.44
H -2.38 -6.07 0.82
H -1.66 -6.91 2.19
H -2.14 -5.20 2.28
C 5.72 5.08 6.59
C 4.28 4.83 6.17
O 4.15 3.40 5.80
C 3.02 2.99 5.33
O 1.97 3.53 5.22
O 3.13 1.66 4.92
C 4.34 0.93 5.29
H 5.81 6.17 6.61
H 6.46 4.75 5.87
H 5.79 4.66 7.58
H 4.05 5.32 5.22
H 3.59 5.24 6.90
H 3.96 -0.04 4.98
H 4.36 0.82 6.38
H 5.16 1.37 4.75
C -0.64 0.05 6.54
C 0.51 -0.10 5.63
O 0.07 -0.99 4.56
C 0.86 -1.92 4.01
O 1.97 -2.15 4.37
O 0.28 -2.60 3.04
C -1.15 -2.30 2.66
H -0.96 -0.94 6.90
H -1.55 0.45 6.07
H -0.44 0.79 7.32
H 1.38 -0.63 6.02
H 0.76 0.76 5.02
H -1.09 -2.83 1.71
H -1.43 -1.25 2.49
H -1.79 -2.78 3.39
C 3.66 3.17 -2.10
C 2.56 3.53 -3.12
O 1.70 4.64 -2.60
C 0.70 5.06 -3.42
O 0.52 4.68 -4.53
O -0.08 5.96 -2.87
C 0.21 6.43 -1.47
H 4.40 2.67 -2.72
H 3.28 2.52 -1.31
H 4.20 3.96 -1.55
H 1.93 2.67 -3.32
H 3.02 4.01 -3.97
H 0.72 5.73 -0.83
H -0.77 6.84 -1.23
H 0.93 7.25 -1.41

molar mass: 1673.5 g mol⁻¹
gap between HOMO and LUMO: 0.3742 hartree

---

(2)
Below is 10 unconnected molecules or ions with the total composition C57H135N7O17 at a distorted geometry, with properties calculated with the ωB97M-V functional and the def2-TZVPD basis.

CARTESIAN COORDINATES (ANGSTROEM)
C -2.27 1.42 -7.61
C -2.37 1.70 -9.15
C -2.86 0.35 -9.78
C -3.54 2.57 -9.54
C -3.36 4.10 -9.16
C -2.01 4.56 -9.86
C -0.76 3.63 -9.68
C 0.16 3.93 -10.95
C -0.13 4.04 -8.32
N -1.17 2.23 -9.78
O -0.11 1.37 -9.67
H -1.41 0.80 -7.38
H -1.90 2.36 -7.19
H -3.20 1.14 -7.11
H -2.00 -0.29 -9.92
H -3.43 -0.20 -9.03
H -3.26 0.38 -10.79
H -3.65 2.53 -10.63
H -4.46 2.32 -9.00
H -4.17 4.69 -9.60
H -3.24 4.29 -8.09
H -1.72 5.51 -9.42
H -2.12 4.84 -10.91
H -0.46 3.74 -11.83
H 0.96 3.26 -11.28
H 0.41 4.98 -10.84
H -0.82 4.15 -7.48
H 0.34 5.02 -8.44
H 0.55 3.28 -7.94
H -0.06 1.28 -8.72
C -10.89 11.57 -12.70
C -10.05 10.94 -13.84
C -8.56 10.73 -13.37
C -10.72 9.66 -14.28
C -10.02 8.99 -15.40
C -10.16 9.87 -16.74
C -9.77 11.38 -16.44
C -8.23 11.59 -16.51
C -10.52 12.33 -17.41
N -10.28 11.79 -15.06
O -10.03 13.21 -14.91
H -11.91 11.71 -13.06
H -10.80 10.96 -11.80
H -10.49 12.56 -12.47
H -8.54 10.18 -12.43
H -8.03 10.26 -14.20
H -8.06 11.69 -13.26
H -10.77 9.02 -13.40
H -11.75 9.89 -14.54
H -8.98 8.71 -15.23
H -10.40 7.98 -15.59
H -11.21 9.89 -17.02
H -9.45 9.38 -17.41
H -7.96 12.60 -16.18
H -7.96 11.65 -17.57
H -7.54 10.90 -16.02
H -10.23 12.04 -18.42
H -10.17 13.36 -17.44
H -11.57 12.44 -17.14
H -10.86 13.62 -15.19
C 0.35 12.54 -11.56
C -0.80 13.51 -11.18
C -2.12 12.74 -10.91
C -0.55 14.34 -9.86
C 0.51 15.31 -9.96
C 0.29 16.27 -11.12
C -0.06 15.67 -12.51
C -0.64 16.86 -13.37
C 1.29 15.35 -12.99
N -1.06 14.57 -12.24
O -1.62 13.91 -13.34
H 0.25 12.07 -12.55
H 1.38 12.86 -11.47
H 0.23 11.69 -10.89
H -2.88 13.44 -10.54
H -2.51 12.20 -11.77
H -1.99 12.28 -9.93
H -1.50 14.71 -9.47
H -0.36 13.73 -8.97
H 0.40 15.75 -8.97
H 1.49 14.84 -10.10
H 1.28 16.72 -11.05
H -0.49 16.98 -10.86
H -1.64 17.15 -13.05
H -0.75 16.49 -14.39
H 0.00 17.74 -13.47
H 2.00 16.17 -13.09
H 1.17 14.84 -13.95
H 1.88 14.66 -12.38
H -0.79 13.55 -13.65
C 3.85 19.51 -5.21
O 3.35 19.87 -3.89
C 4.32 19.69 -2.83
C 3.30 19.71 -1.60
N 4.05 19.45 -0.38
C 3.57 19.76 0.92
C 2.24 18.93 1.21
O 1.13 19.76 0.88
C -0.06 19.22 1.28
H 4.58 20.24 -5.55
H 2.97 19.53 -5.86
H 4.21 18.48 -5.16
H 5.07 20.48 -2.82
H 4.68 18.66 -2.79
H 2.62 18.86 -1.67
H 2.76 20.65 -1.63
H 4.87 20.02 -0.50
H 3.56 20.83 1.11
H 4.46 19.47 1.48
H 2.24 18.64 2.26
H 2.13 17.99 0.68
H -0.06 19.24 2.37
H -0.33 18.31 0.74
H -0.77 19.99 0.98
C 10.70 16.12 -5.45
O 9.56 15.44 -5.99
C 9.12 15.96 -7.21
C 8.46 14.91 -8.11
N 7.09 14.55 -7.86
C 7.04 13.99 -6.48
C 5.61 13.72 -6.19
O 4.89 12.91 -7.15
C 5.40 11.60 -7.01
H 11.03 15.94 -4.43
H 10.54 17.19 -5.54
H 11.57 15.77 -6.01
H 9.93 16.41 -7.78
H 8.53 16.85 -6.96
H 9.06 14.02 -8.30
H 8.49 15.44 -9.06
H 6.70 13.88 -8.51
H 7.38 14.53 -5.59
H 7.62 13.07 -6.44
H 5.01 14.63 -6.18
H 5.64 13.24 -5.21
H 5.13 10.86 -7.76
H 4.97 11.09 -6.15
H 6.49 11.51 -7.03
C -11.14 17.29 -6.65
O -10.16 16.60 -7.36
C -9.82 17.04 -8.72
C -8.40 16.71 -9.32
N -7.59 17.73 -8.58
C -6.30 18.04 -9.21
C -5.52 18.90 -8.24
O -5.23 18.01 -7.14
C -4.37 18.59 -6.25
H -12.02 17.59 -7.23
H -10.76 18.18 -6.14
H -11.29 16.68 -5.76
H -9.88 18.12 -8.58
H -10.62 16.74 -9.39
H -8.34 16.75 -10.41
H -8.16 15.69 -8.99
H -7.50 17.32 -7.66
H -6.25 18.68 -10.08
H -5.67 17.18 -9.41
H -6.06 19.72 -7.79
H -4.69 19.39 -8.75
H -3.42 18.79 -6.76
H -4.28 17.85 -5.45
H -4.62 19.58 -5.87
C 9.10 12.01 -17.43
O 8.78 10.66 -17.57
C 9.94 9.86 -17.39
C 10.20 9.85 -15.86
N 9.07 9.58 -15.02
C 9.08 9.77 -13.55
C 7.92 10.75 -12.98
O 6.68 10.11 -13.30
C 6.02 10.54 -14.50
H 8.20 12.61 -17.47
H 9.60 12.50 -18.27
H 9.61 12.38 -16.54
H 10.82 10.09 -18.00
H 9.88 8.87 -17.86
H 10.85 10.69 -15.60
H 10.87 9.03 -15.59
H 8.30 9.97 -15.56
H 10.00 10.25 -13.22
H 9.16 8.79 -13.07
H 8.03 11.82 -13.15
H 8.00 10.50 -11.93
H 6.76 11.12 -15.04
H 5.24 11.29 -14.39
H 5.69 9.80 -15.22
O 5.88 16.88 -18.62
C 4.61 17.26 -18.20
C 3.54 16.47 -18.99
O 3.28 16.89 -20.34
H 6.11 17.17 -19.51
H 4.68 17.16 -17.12
H 4.52 18.33 -18.36
H 2.59 16.56 -18.46
H 3.69 15.39 -18.96
H 2.62 16.30 -20.70
O -1.95 11.82 -18.88
C -1.35 13.03 -19.43
C -2.10 13.59 -20.73
O -3.31 13.99 -20.27
H -2.83 11.80 -19.26
H -1.33 13.71 -18.58
H -0.30 12.78 -19.56
H -2.20 12.89 -21.56
H -1.47 14.37 -21.15
H -3.90 13.86 -21.02
O -8.38 22.11 -15.07
C -7.16 21.43 -15.26
C -5.85 22.16 -14.69
O -5.69 23.60 -14.89
H -9.00 21.49 -15.47
H -7.24 20.42 -14.87
H -7.14 21.47 -16.35
H -4.89 21.71 -14.96
H -5.98 22.06 -13.61
H -5.85 23.87 -15.80

SMILES: CC1(C)CCCC(C)(C)N1O.CC1(C)CCCC(C)(C)N1O.CC1(C)CCCC(C)(C)N1O.COCCNCCOC.COCCNCCOC.COCCNCCOC.COCCNCCOC.OCCO.OCCO.OCCO
energy above the lowest of the compared OMol25 structures with the same formula, charge and spin: 776.3 kJ/mol
molar mass: 1190.7 g mol⁻¹
gap between HOMO and LUMO: 0.3094 hartree

---

Number 1: total energy -7267.0908 a.u., LUMO 0.4 eV. Number 2: total energy -3914.3371 a.u., LUMO 0.2 eV.